[1]
Formula: C22H64F6N9O24S2
Source: OMol25
Level of theory: ωB97M-V with the def2-TZVPD basis set

```
127
Properties=species:S:1:pos:R:3:forces:R:3:mulliken_charge:R:1
C -14.06714 -3.62527 12.68250 -0.49 2.49 0.96 0.616
F -14.58233 -4.41669 11.80331 0.03 -1.24 -1.06 -0.204
F -13.53365 -4.30720 13.70081 -0.13 0.36 -0.66 -0.212
F -13.11707 -2.82216 12.09867 -0.62 -1.26 0.72 -0.221
S -15.46872 -2.38995 13.21897 -0.12 0.95 0.54 1.001
O -15.17151 -1.96842 14.59103 -0.08 -1.15 -1.76 -0.606
O -15.41031 -1.34731 12.19754 -0.14 -1.53 0.77 -0.610
N -16.89687 -3.38113 13.11634 5.31 1.09 -1.10 -0.293
S -17.99802 -2.56371 13.75244 -6.69 1.25 4.74 0.933
O -18.68852 -3.45816 14.76594 1.21 1.94 -2.57 -0.713
O -17.88303 -1.15032 14.20421 0.74 -2.35 -1.20 -0.635
C -19.31621 -2.32241 12.34992 3.05 -1.48 1.80 0.654
F -18.72925 -1.66130 11.36037 -0.58 0.88 -0.33 -0.238
F -19.65460 -3.50136 11.88978 -0.43 -1.63 -0.95 -0.254
F -20.39409 -1.79695 12.83570 -1.05 1.59 0.09 -0.218
C -14.42010 0.29308 21.02047 -1.66 1.72 1.75 0.682
O -14.99634 0.36296 22.06880 -1.62 -0.53 2.46 -0.656
N -13.51899 -0.58603 20.73424 3.30 -3.18 -1.28 -0.363
N -14.60404 1.20445 20.09005 0.37 1.15 -1.99 -0.407
H -12.94009 -0.39741 19.92839 0.00 -0.79 0.22 0.158
H -13.51371 -1.49567 21.17314 0.17 0.45 -0.04 0.212
H -15.32120 1.89787 20.24801 0.45 -0.09 -0.56 0.218
H -14.04613 0.99089 19.27566 -1.03 1.22 -0.58 0.157
C -27.14905 -9.65272 14.06499 -0.20 -1.34 1.45 0.660
O -27.46506 -10.46954 14.87562 -1.08 -2.06 2.11 -0.646
N -25.94629 -9.18269 13.97238 3.38 1.44 -0.52 -0.378
N -27.96149 -9.14822 13.18331 -2.64 1.43 -2.62 -0.401
H -25.83763 -8.51803 13.21971 1.31 -0.12 0.66 0.146
H -25.25548 -9.52090 14.62698 0.11 0.39 -0.54 0.218
H -27.57645 -8.39485 12.63170 -1.06 0.00 -0.07 0.166
H -28.94326 -9.23816 13.40273 0.19 0.25 -0.45 0.236
C -12.65392 0.13294 4.64400 0.62 4.45 -0.55 0.608
O -12.21316 0.99657 3.92267 0.41 1.41 -1.05 -0.658
N -12.16728 -1.04074 4.73807 2.14 -4.33 -0.43 -0.444
N -13.59625 0.28132 5.52251 -3.85 1.54 2.65 -0.381
H -12.98649 -1.59185 4.95083 1.19 -1.89 -0.68 0.223
H -11.48286 -1.09961 3.99766 -0.25 -1.57 -0.14 0.265
H -13.80336 -0.50607 6.12019 -0.17 0.75 0.32 0.168
H -13.92225 1.20608 5.76466 -0.12 -0.38 -0.10 0.219
C -7.88972 1.11036 16.89014 0.22 -2.10 0.20 0.639
O -7.56108 0.25515 17.64285 1.36 -3.00 2.12 -0.634
N -7.79145 1.04724 15.58738 0.68 0.26 -3.58 -0.382
N -8.50665 2.15349 17.30309 -2.39 5.14 1.89 -0.382
H -8.10716 1.89541 15.13901 0.01 -0.86 -0.83 0.162
H -7.78595 0.14554 15.13237 0.14 0.44 -0.02 0.232
H -8.65301 2.26851 18.29578 0.19 0.13 -0.34 0.217
H -8.68593 2.92036 16.67073 -0.23 -0.02 0.57 0.149
C -16.96502 -9.46953 12.22309 -0.63 0.80 1.91 -0.112
C -17.61027 -9.39796 13.61250 1.88 -0.41 2.65 -0.603
O -16.99435 -8.35527 14.51453 -0.96 -1.13 -1.90 -0.472
O -17.55283 -8.36288 11.57683 -0.21 -0.10 -1.57 -0.451
H -17.15637 -10.46262 11.81657 -0.46 0.39 -0.69 0.280
H -15.88687 -9.30934 12.22922 0.16 -0.31 0.45 0.213
H -17.42654 -10.27029 14.23970 0.15 -0.37 -0.34 0.324
H -18.69506 -9.29203 13.62224 0.03 0.33 -0.61 0.283
H -17.14313 -7.53122 14.04505 0.10 0.56 0.47 0.302
H -17.51275 -7.65415 12.22312 -0.05 0.31 -0.37 0.235
C -24.14333 4.44941 12.81626 1.23 0.53 0.37 -0.440
C -23.74627 4.36222 14.28747 0.27 -2.10 -0.71 -0.260
O -22.32373 4.37887 14.43994 0.07 1.54 -0.39 -0.511
O -24.51737 5.76544 12.42954 -0.67 -0.10 -0.01 -0.508
H -24.96542 3.75460 12.64459 0.15 -0.14 -0.24 0.324
H -23.24843 4.23198 12.23317 -0.17 -0.55 -0.13 0.249
H -23.91295 3.31619 14.54464 -1.17 0.00 0.48 0.293
H -24.41024 5.05693 14.80187 0.63 0.22 0.66 0.257
H -22.05384 4.39963 15.36099 -0.27 -0.01 0.09 0.294
H -25.47593 5.71508 12.41439 -0.06 0.62 -0.11 0.302
C -7.34269 -5.61311 6.41428 0.24 2.35 0.67 -0.353
C -7.52095 -6.84331 7.19928 -0.89 -1.38 0.17 -0.366
O -6.79677 -7.83097 6.54395 0.78 -0.89 -0.49 -0.519
O -5.91869 -5.21282 6.36975 -1.42 -0.67 -0.11 -0.546
H -7.92655 -4.83594 6.90744 0.12 0.44 -0.02 0.270
H -7.71835 -5.67579 5.39297 -0.01 -0.50 0.05 0.309
H -8.56559 -7.15430 7.18906 -0.23 0.25 -0.04 0.288
H -7.21934 -6.87162 8.24633 0.09 0.94 0.20 0.256
H -6.02884 -7.29334 6.33703 0.94 -0.67 -0.46 0.347
H -5.82680 -4.84843 5.48636 0.38 0.13 0.04 0.314
C -25.83482 -6.33777 19.80639 1.59 0.78 -0.73 -0.549
C -27.27085 -6.27351 19.90031 -2.64 0.31 0.81 -0.187
O -27.62073 -5.17153 20.73659 -0.76 -0.14 0.85 -0.542
O -25.59811 -5.27588 18.88037 0.87 0.17 -0.66 -0.520
H -25.41250 -7.29698 19.50694 -0.02 -0.01 -0.21 0.360
H -25.41115 -6.00560 20.75415 0.13 -0.60 0.35 0.335
H -27.73100 -7.18433 20.28340 0.04 0.05 0.43 0.297
H -27.78742 -6.04944 18.96702 0.54 -0.45 -0.53 0.200
H -26.92102 -4.51459 20.75739 0.11 -0.08 -0.37 0.317
H -24.65807 -5.11771 18.76668 0.15 -0.02 0.04 0.289
C -29.17201 -0.53975 16.80819 -0.66 1.07 -1.95 -0.464
C -29.03788 -0.89580 15.26037 -0.73 0.63 2.34 -0.397
O -28.98555 -2.31121 15.24056 0.81 -0.08 -0.46 -0.499
O -27.93099 -0.60626 17.46959 -0.56 -0.53 -0.14 -0.510
H -30.01600 -1.12242 17.17732 0.44 -0.80 0.48 0.271
H -29.54700 0.47157 16.96546 0.29 0.31 -0.36 0.345
H -28.14708 -0.38282 14.89781 0.18 -0.28 -0.20 0.312
H -29.90920 -0.59700 14.67761 -0.11 0.44 0.13 0.307
H -28.48902 -2.52490 14.44722 0.00 -0.50 -0.03 0.300
H -27.60523 -1.48753 17.27249 0.35 -0.27 0.21 0.334
C -18.62985 -5.09042 5.39520 1.10 0.94 -0.26 -0.435
C -19.62315 -6.18731 5.69313 -0.93 1.80 -0.91 -0.402
O -19.09330 -7.42420 5.81884 1.05 -1.83 0.92 -0.488
O -17.61305 -4.86198 6.44009 -1.52 -0.45 -1.19 -0.506
H -19.16897 -4.17990 5.13367 -0.36 0.40 0.73 0.301
H -18.08808 -5.18933 4.45456 0.35 -0.91 0.19 0.298
H -20.33574 -6.27731 4.87324 -0.10 0.48 -0.22 0.300
H -20.20330 -5.88243 6.56409 -0.17 0.00 0.35 0.313
H -18.68050 -7.40944 6.68543 0.46 -0.57 0.06 0.314
H -18.11470 -4.49786 7.17315 0.16 0.14 0.36 0.306
C -18.76872 -5.24894 22.35670 2.25 0.99 -2.38 -0.293
C -18.58490 -6.68704 21.83687 -0.40 0.83 1.32 -0.372
O -19.62698 -7.46576 22.24370 -2.66 -2.03 0.45 -0.541
O -18.38563 -5.04263 23.66844 0.05 -0.85 2.16 -0.535
H -19.68189 -4.68492 22.16672 -0.49 -0.82 -0.41 0.304
H -17.98778 -4.77684 21.76058 -0.04 0.67 -0.52 0.246
H -17.72128 -7.15933 22.30506 0.92 0.70 -0.46 0.272
H -18.58722 -6.77768 20.75065 0.37 0.49 0.04 0.295
H -19.65793 -7.53187 23.20092 0.10 0.10 0.03 0.306
H -17.93306 -4.20448 23.78796 -0.10 -0.08 -0.25 0.318
C -18.20371 5.95456 6.18099 -0.27 0.93 -2.07 -0.499
C -19.49829 5.39251 6.76173 -0.36 2.27 -0.06 -0.329
O -19.53312 4.02838 6.79644 0.67 -1.62 -0.23 -0.499
O -17.06311 5.79310 6.93578 1.29 -0.71 1.53 -0.525
H -18.18885 6.98135 5.81552 -1.12 0.59 0.64 0.420
H -17.98914 5.52683 5.20166 -0.38 -1.05 -0.12 0.263
H -20.33547 5.74165 6.15730 0.00 0.06 -0.19 0.277
H -19.69356 5.74402 7.77484 0.25 0.61 0.19 0.248
H -18.66173 3.83515 7.14992 0.08 -0.94 0.21 0.325
H -16.65387 6.63910 7.13175 -0.17 -0.14 0.10 0.319
```
Positions in Å, forces in eV/Å.

The value obtained for the LUMO energy is 0.0547 Ha. For the HOMO energy, the calculation gives -6.79 eV. The total energy is -124371.2708 eV. The orbital gap is 8.3 eV. As for the net charge: -1.



[2]
Formula: C27H24AsF3O3PS5SbTc
Source: OMol25
Level of theory: ωB97M-V with the def2-TZVPD basis set

```
66
Properties=species:S:1:pos:R:3:forces:R:3:nbo_charge:R:1
Tc 3.35484 0.28172 0.71060 -3.43 0.53 3.81 0.439
S 4.88496 0.93936 5.12914 -1.97 0.17 -0.77 -0.396
Sb 2.78594 1.17266 4.22876 1.63 -0.16 0.39 1.247
S 2.48442 -0.74928 2.44800 0.61 0.37 -0.80 -0.101
S 3.21418 2.14843 1.83487 0.32 -0.94 -0.68 0.019
S 0.68888 1.71914 4.82495 0.25 -0.16 -0.26 -0.612
F 6.39202 2.16294 -2.28106 -0.09 0.08 -0.29 -0.259
C 6.35645 1.43941 -1.20015 -0.13 0.29 0.70 0.789
F 6.02055 2.19138 -0.13806 0.20 -0.15 -0.36 -0.302
F 7.48909 0.83639 -0.97993 0.06 -0.26 -0.05 -0.255
S 4.95193 0.21152 -1.32621 0.71 0.72 -1.77 2.250
O 3.74127 1.07280 -1.22510 0.23 0.27 -0.45 -0.905
O 5.03140 -0.66507 -2.42061 0.37 -0.07 -0.13 -0.805
O 4.98001 -0.45189 0.03994 0.78 -0.73 0.41 -0.807
C -0.36937 -0.13684 0.50061 -0.45 -0.19 0.00 -0.757
C -0.82421 0.97853 1.42563 0.37 0.74 0.16 -0.692
As -2.70524 0.71137 1.99957 0.52 -2.63 -1.03 1.570
C -2.81075 -0.87612 3.04990 -0.17 1.57 -0.71 -0.373
C -1.67784 -1.37720 3.70043 0.70 -0.28 0.63 -0.105
C -1.78398 -2.55177 4.42025 0.53 0.44 -0.30 -0.206
C -3.01963 -3.18348 4.54647 -0.11 -0.08 0.09 -0.018
C -4.15358 -2.66132 3.93045 -0.37 0.34 -0.40 -0.183
C -4.06092 -1.48927 3.20346 -0.82 -0.51 0.29 -0.159
C -3.70177 0.51260 0.35479 0.15 0.45 1.01 -0.379
C -3.97188 1.65376 -0.40005 -0.10 0.59 -0.26 -0.126
C -4.63901 1.53097 -1.60680 0.16 0.22 0.19 -0.191
C -5.05005 0.27659 -2.04500 -0.06 0.09 -0.02 -0.079
C -4.77540 -0.85691 -1.28912 0.22 -0.27 0.29 -0.185
C -4.12044 -0.74991 -0.07330 -0.42 -0.56 0.04 -0.196
P 1.20127 0.26363 -0.38867 0.24 0.26 -0.04 1.318
C 1.56994 -1.20070 -1.35571 0.00 -0.05 0.07 -0.518
C 1.96302 -1.11286 -2.69715 -0.10 0.06 0.02 -0.102
C 2.26147 -2.26657 -3.39762 0.04 -0.04 0.00 -0.198
C 2.19544 -3.50516 -2.76871 -0.02 0.04 0.02 -0.117
C 1.83356 -3.59598 -1.42875 0.01 -0.07 0.00 -0.194
C 1.52861 -2.45246 -0.71492 -0.04 0.12 -0.05 -0.185
C 0.76566 1.69755 -1.38601 -0.01 -0.29 -0.08 -0.350
C 1.07124 3.00287 -1.00605 0.09 -0.12 0.12 -0.203
C 0.65071 4.06951 -1.78335 -0.05 -0.05 -0.05 -0.188
C -0.06666 3.83062 -2.94872 0.04 0.09 0.07 -0.146
C -0.38781 2.53221 -3.31919 -0.11 -0.12 -0.14 -0.184
C 0.01772 1.45875 -2.54425 -0.08 0.09 0.15 -0.232
H -1.07615 -0.26843 -0.32562 0.08 -0.09 -0.02 0.266
H -0.26793 -1.08818 1.02400 0.04 0.03 -0.01 0.265
H -0.80197 1.94740 0.92304 -0.04 0.06 0.03 0.276
H -0.22599 1.04796 2.33121 0.00 0.13 0.32 0.300
H -0.72843 -0.85493 3.65124 0.01 0.03 0.08 0.238
H -0.91043 -2.96733 4.90423 0.00 0.02 0.01 0.265
H -3.10670 -4.06695 5.16508 0.00 -0.05 0.01 0.267
H -5.10985 -3.15360 4.04090 -0.01 0.01 0.01 0.270
H -4.94900 -1.05045 2.76487 -0.04 -0.02 0.03 0.254
H -3.68971 2.63495 -0.03549 -0.02 0.02 -0.08 0.236
H -4.86437 2.41435 -2.18846 0.02 0.00 0.00 0.262
H -5.60482 0.18370 -2.96903 0.00 0.00 -0.03 0.263
H -5.08271 -1.83300 -1.64046 0.03 -0.01 0.00 0.264
H -3.92005 -1.63517 0.51522 -0.02 -0.01 -0.06 0.240
H 2.02342 -0.15181 -3.19008 0.05 -0.02 0.00 0.232
H 2.55550 -2.19800 -4.43628 0.01 -0.01 0.01 0.255
H 2.43092 -4.40339 -3.32403 0.01 0.00 0.01 0.254
H 1.78634 -4.55999 -0.94072 0.04 0.00 -0.01 0.249
H 1.25914 -2.53497 0.33170 0.03 -0.02 -0.01 0.218
H 1.64471 3.18587 -0.11029 0.11 0.07 0.06 0.227
H 0.89036 5.08137 -1.48691 0.03 0.00 -0.01 0.252
H -0.37089 4.66197 -3.57045 -0.02 -0.01 -0.01 0.252
H -0.95085 2.34807 -4.22472 0.01 0.03 -0.01 0.245
H -0.24662 0.44862 -2.83226 0.01 0.02 -0.08 0.229
```
Positions in Å, forces in eV/Å.

The value obtained for the LUMO energy (spin up / spin down) is -0.4891 / -0.4891 Ha. For the HOMO energy (spin up / spin down), the calculation gives -15.84 / -15.84 eV. The total energy is -175692.5761 eV. The orbital gap (spin up / spin down) is 2.5 / 2.5 eV. As for the net charge: +3.



> Which of these has the highest net charge?

C27H24AsF3O3PS5SbTc